1.
The following is a DFT calculation (ωB97M-V/def2-TZVPD) of 17 unconnected molecules or ions with the total composition C54H141N10O24.

CARTESIAN COORDINATES (ANGSTROEM)
C (7.2495, 2.4094, 2.6237)
C (6.8556, 1.4085, 1.5103)
C (7.5780, 0.1216, 1.5833)
O (6.9702, -0.7712, 0.6962)
C (7.8792, -1.6369, -0.0204)
N (5.3761, 1.1743, 1.5510)
H (5.0560, 0.5789, 0.7910)
H (5.0319, 0.6963, 2.4482)
H (4.9097, 2.0717, 1.4455)
H (8.3299, 2.5129, 2.6850)
H (6.8468, 1.9757, 3.5491)
H (6.7127, 3.3372, 2.4426)
H (7.0869, 1.8014, 0.5413)
H (7.5249, -0.2846, 2.6029)
H (8.6257, 0.2588, 1.3562)
H (7.2995, -2.3387, -0.5921)
H (8.5519, -2.0613, 0.7256)
H (8.4260, -1.0102, -0.7179)
C (-5.7758, -6.6356, -1.0386)
C (-5.1742, -5.4985, -1.7331)
C (-6.3323, -4.5579, -2.1220)
O (-5.9152, -3.2393, -2.4079)
C (-6.9701, -2.3894, -2.5682)
N (-4.2332, -4.7104, -0.8813)
H (-3.4316, -5.2929, -0.6187)
H (-3.5293, -3.3363, -1.6584)
H (-4.6373, -4.3455, -0.0480)
H (-5.0082, -7.4184, -0.7919)
H (-6.5974, -7.1014, -1.5640)
H (-6.2898, -6.2981, -0.1590)
H (-4.5685, -5.7483, -2.5929)
H (-6.9465, -4.5004, -1.1786)
H (-6.9114, -4.9761, -2.9644)
H (-7.5997, -2.2948, -1.6904)
H (-7.6703, -2.6470, -3.3639)
H (-6.6100, -1.3762, -2.8211)
C (-3.2332, -2.6243, 4.9721)
C (-4.2034, -3.1729, 3.9234)
C (-4.4043, -2.1650, 2.7548)
O (-5.1874, -2.8400, 1.7544)
C (-5.9901, -1.9357, 0.9816)
N (-3.7520, -4.5113, 3.4483)
H (-2.2292, -4.5057, 2.5176)
H (-3.6866, -5.0848, 4.2991)
H (-4.4609, -4.9549, 2.7917)
H (-3.4259, -3.1187, 5.9625)
H (-3.5163, -1.5618, 5.0347)
H (-2.2369, -2.8924, 4.6453)
H (-5.1557, -3.3256, 4.4068)
H (-3.4865, -1.8183, 2.3022)
H (-5.0210, -1.3151, 3.1584)
H (-6.7943, -1.5336, 1.6279)
H (-6.4890, -2.4397, 0.1625)
H (-5.3119, -1.1625, 0.5763)
C (1.0484, 5.7040, 3.8720)
C (0.5335, 6.0250, 2.4832)
C (1.4025, 6.9347, 1.5958)
O (0.5500, 7.2544, 0.5319)
C (0.7312, 8.5037, -0.1312)
N (0.3365, 4.8042, 1.6483)
H (-0.2458, 4.0992, 2.1508)
H (-0.0450, 5.0646, 0.7295)
H (1.2044, 4.3145, 1.4427)
H (2.1450, 5.5422, 3.7866)
H (0.6785, 4.8141, 4.2699)
H (0.8913, 6.5062, 4.5592)
H (-0.5498, 6.4356, 2.4773)
H (2.3634, 6.4372, 1.2800)
H (1.5598, 7.8938, 2.1619)
H (0.8208, 9.3395, 0.6028)
H (-0.0544, 8.6656, -0.8642)
H (1.6097, 8.4080, -0.7821)
C (0.5502, 1.7342, -1.1845)
C (0.6141, 1.2347, 0.3032)
C (-0.3379, 0.1041, 0.4118)
O (0.0455, -0.6641, 1.5004)
C (-0.6293, -1.9390, 1.6093)
N (2.0438, 0.8042, 0.7428)
H (1.9054, 0.0975, 1.4587)
H (2.5421, 0.3078, -0.0137)
H (2.5384, 1.7046, 0.9988)
H (-0.5629, 1.9203, -1.1545)
H (0.9039, 1.0562, -1.8970)
H (1.0499, 2.6547, -1.2790)
H (0.2958, 2.0341, 0.9913)
H (-0.2393, -0.5260, -0.5303)
H (-1.3612, 0.5726, 0.3677)
H (-1.3757, -2.0781, 0.7901)
H (-1.1497, -2.0750, 2.5199)
H (0.1704, -2.6921, 1.5647)
C (0.4275, -3.6077, -3.2596)
C (-0.2963, -4.1777, -2.0335)
C (-1.0162, -5.5275, -2.3189)
O (-1.3464, -6.1551, -1.1155)
C (-1.1335, -7.5461, -1.1509)
N (0.7067, -4.3237, -0.9704)
H (0.2895, -4.4579, -0.0462)
H (1.3734, -5.0083, -1.2750)
H (1.2664, -3.4110, -0.9277)
H (1.2706, -4.2929, -3.5237)
H (0.7737, -2.6360, -2.9919)
H (-0.1590, -3.5300, -4.2119)
H (-0.9314, -3.4395, -1.5203)
H (-0.2488, -6.1184, -2.9083)
H (-1.8752, -5.3991, -2.9581)
H (-0.0874, -7.7336, -1.4861)
H (-1.7960, -8.0258, -1.8865)
H (-1.1925, -8.0552, -0.1452)
C (-5.3266, 4.4805, -5.3983)
C (-3.8669, 4.2303, -5.2272)
C (-3.2312, 3.7132, -6.5263)
O (-1.8520, 3.4641, -6.3347)
C (-1.4987, 2.1895, -5.7782)
N (-3.0830, 5.5296, -4.9164)
H (-2.4987, 5.8235, -5.7080)
H (-3.7306, 6.3323, -4.7857)
H (-2.3545, 5.1924, -3.3298)
H (-5.5505, 5.1754, -6.1636)
H (-5.7772, 4.7385, -4.4451)
H (-5.7569, 3.4969, -5.6893)
H (-3.7506, 3.4769, -4.4137)
H (-3.3354, 4.5809, -7.1677)
H (-3.7628, 2.8605, -7.0110)
H (-1.7484, 1.4146, -6.4551)
H (-1.9286, 2.0127, -4.7750)
H (-0.3880, 2.1227, -5.5914)
C (4.1413, -5.0131, 2.1259)
C (4.8878, -4.9177, 3.4549)
C (5.6136, -6.1832, 3.8166)
O (5.9811, -6.0635, 5.2031)
C (7.2084, -6.5953, 5.5133)
N (5.7931, -3.7431, 3.5316)
H (6.4478, -3.8893, 4.2848)
H (6.4585, -3.7208, 2.7433)
H (5.3140, -2.0765, 3.2816)
H (3.3109, -5.6854, 2.0874)
H (4.7816, -5.2062, 1.2749)
H (3.6528, -4.0727, 1.9304)
H (4.1619, -4.8065, 4.3029)
H (6.5807, -6.2398, 3.2071)
H (5.1099, -7.0490, 3.4931)
H (8.0158, -5.9077, 5.0843)
H (7.2564, -7.6302, 5.2093)
H (7.3669, -6.5910, 6.5811)
C (-4.7582, 3.1567, 2.6057)
C (-5.0221, 2.1820, 1.4646)
C (-5.5600, 2.9894, 0.2835)
O (-5.7372, 2.0706, -0.8049)
C (-6.4934, 2.4565, -1.8520)
N (-3.7276, 1.5378, 1.0373)
H (-3.1201, 2.2234, 0.5867)
H (-2.6538, 1.1820, 2.1835)
H (-3.8731, 0.7543, 0.4454)
H (-4.2033, 2.6736, 3.3817)
H (-5.7138, 3.4862, 2.9694)
H (-4.1866, 4.0415, 2.3271)
H (-5.7141, 1.3951, 1.7627)
H (-4.8330, 3.6818, -0.0085)
H (-6.4044, 3.5240, 0.6781)
H (-7.5030, 2.8731, -1.5650)
H (-6.6109, 1.6309, -2.5152)
H (-6.0564, 3.3612, -2.2983)
C (1.2051, 5.0479, -4.6009)
C (2.1767, 4.1732, -3.8213)
C (2.5445, 2.8276, -4.5721)
O (3.8751, 2.9261, -5.0551)
C (4.5069, 1.6872, -5.3477)
N (3.4449, 4.8907, -3.5531)
H (4.3023, 4.4233, -3.8758)
H (3.3009, 5.8996, -3.8493)
H (3.5529, 4.8661, -2.4992)
H (0.2938, 4.5016, -4.7433)
H (1.5093, 5.4381, -5.5159)
H (0.9181, 5.8909, -4.0506)
H (1.6856, 3.8749, -2.8977)
H (1.9104, 2.5878, -5.3413)
H (2.5624, 1.9625, -3.9182)
H (4.0303, 1.1806, -6.1932)
H (4.3648, 1.0958, -4.4670)
H (5.5981, 1.9063, -5.6006)
C (4.1019, -2.8731, -1.4446)
C (3.2978, -1.6770, -0.8294)
O (4.0048, -0.6715, -0.4618)
O (2.0711, -1.7262, -0.9084)
H (3.7166, -3.8390, -1.1203)
H (5.1196, -2.7175, -1.2145)
H (4.0284, -2.8931, -2.5168)
C (-0.4155, 0.9428, 4.4734)
C (-1.1329, 1.5697, 3.3332)
O (-2.1510, 0.7875, 2.9869)
O (-0.9016, 2.6343, 2.7816)
H (0.3823, 1.5081, 4.9292)
H (0.0816, 0.0537, 3.9752)
H (-1.1374, 0.5699, 5.1249)
C (-3.4428, 6.2085, -1.3272)
C (-2.2274, 5.2823, -1.3794)
O (-1.8056, 4.9144, -2.5954)
O (-1.7389, 4.8335, -0.3669)
H (-3.1523, 7.2474, -1.5989)
H (-3.7636, 6.2243, -0.3165)
H (-4.1423, 5.7896, -2.0242)
C (-0.6057, -6.0096, 3.4696)
C (-0.5043, -5.3345, 2.1054)
O (-1.5331, -4.5885, 1.7787)
O (0.5234, -5.3483, 1.4553)
H (-0.7136, -7.0980, 3.3055)
H (-1.4906, -5.7889, 3.9591)
H (0.2328, -5.7906, 4.0783)
C (5.3910, 4.5097, -0.1010)
C (3.9461, 3.9996, -0.1415)
O (3.1101, 4.4102, -1.0227)
O (3.5858, 3.3529, 0.8882)
H (5.4745, 5.5433, -0.4218)
H (6.0119, 3.9400, -0.7498)
H (5.6987, 4.4992, 0.9267)
C (-3.3649, -0.3090, -2.6437)
C (-3.2465, -1.4680, -1.6935)
O (-3.1570, -2.6350, -2.2324)
O (-3.2679, -1.2894, -0.4703)
H (-2.3618, 0.0020, -2.7850)
H (-3.7178, 0.5525, -2.0704)
H (-3.8302, -0.4684, -3.6716)
C (4.1289, -1.3385, 5.4029)
C (4.2597, -0.6009, 4.0724)
O (3.7917, 0.4967, 3.9386)
O (4.8650, -1.1779, 3.0394)
H (3.3786, -2.1344, 5.3741)
H (3.7728, -0.6577, 6.1442)
H (5.0436, -1.7474, 5.7537)

Computed properties:
Total charge ... +3
HOMO-LUMO gap ... 9.7438 eV
E_HOMO ... -0.5326 hartree
Calculated total energy ... -4494.64985 hartree

2.
The following is a DFT calculation (ωB97M-V/def2-TZVPD) of C6H11BOS in the gas phase.

CARTESIAN COORDINATES (ANGSTROEM)
B (1.0175, -0.5125, -0.0161)
C (-4.4096, -0.1515, -0.5638)
C (-3.1576, -0.1043, -0.3338)
C (-1.7965, 0.1248, -0.0666)
C (1.6471, -1.9566, 0.1701)
C (-1.6299, 1.6074, 0.4403)
C (3.6884, 0.5190, -0.1032)
O (-0.4692, -0.6498, -0.1053)
S (1.8818, 1.0205, -0.1260)
H (-4.7665, 0.4115, -1.3847)
H (-5.1121, -0.5809, 0.1053)
H (1.9636, -1.9037, 1.2087)
H (2.4246, -2.2691, -0.5377)
H (0.9475, -2.7316, -0.1049)
H (-0.9981, 2.1511, -0.1577)
H (-0.9855, 1.5371, 1.3435)
H (-2.5863, 2.1126, 0.4997)
H (4.2096, 1.5475, -0.1285)
H (4.0270, -0.1468, -1.0304)
H (4.1043, -0.0248, 0.8911)

Computed properties:
⟨S²⟩ ... 2.006
HOMO-LUMO gap (alpha / beta) ... 5.6303 / 8.1490 eV
E_HOMO (alpha / beta) ... -0.1900 / -0.3591 hartree
Calculated total energy ... -733.26986 hartree
2S+1 ... 3

Max |F| (hartree/bohr)
0.07948, 0.10292